# 1
Here is a 2-piece molecular cluster, C8H7Cl2F2OP overall in a non-equilibrium geometry from OMol25. Energies are from wB97M-V/def2-TZVPD.

Geometry as ORCA input:
```
! wB97M-V def2-TZVPD RIJCOSX def2/J DEFGRID3
* xyz 0 1
C -1.28 1.28 -0.98
C -0.71 1.60 0.25
C -0.98 0.05 -1.54
C 0.12 0.74 0.95
C -0.13 -0.86 -0.93
C 0.52 -0.45 0.33
C 1.44 -1.40 1.00
C 3.21 -1.12 -0.16
O 5.12 0.97 -0.33
F 4.09 -1.93 0.39
F 3.10 -1.48 -1.45
P 3.72 0.67 -0.02
Cl 2.49 1.70 -1.18
Cl 3.27 1.05 1.85
H -1.81 1.98 -1.52
H -0.78 2.53 0.65
H -1.35 -0.10 -2.61
H 0.55 1.13 1.85
H 0.22 -1.73 -1.18
H 1.37 -2.49 0.90
H 2.00 -1.23 1.95
*
```

# 2
Here is a 3-piece molecular cluster, C26H46Br2FN2O2 overall in a non-equilibrium geometry from OMol25. Energies are from wB97M-V/def2-TZVPD.

Geometry as ORCA input:
```
! wB97M-V def2-TZVPD RIJCOSX def2/J DEFGRID3
* xyz 1 1
C -0.72 2.02 1.03
C -0.43 0.48 1.36
C 0.38 0.36 2.68
F -0.31 1.10 3.68
C 0.55 -1.09 3.22
C -0.68 -1.82 3.64
C -2.12 -1.22 3.60
O -2.52 -0.47 4.43
O -2.93 -1.55 2.53
C -0.56 -3.20 4.16
C 0.77 -3.76 4.26
C 0.93 -5.22 4.83
C 2.06 -6.03 4.10
N 3.29 -5.89 4.47
N 1.90 -3.06 3.86
C 1.85 -1.78 3.33
C 3.16 -1.04 2.86
Br 2.97 -0.56 0.93
C 4.47 -1.95 2.99
C 5.22 -1.81 4.37
Br 5.74 -1.37 1.57
H 0.22 2.59 1.21
H -1.09 2.15 -0.02
H -1.57 2.36 1.69
H -1.45 0.00 1.39
H 0.09 -0.01 0.49
H 1.34 0.90 2.54
H -2.41 -2.03 1.86
H -1.45 -3.79 4.48
H 1.17 -5.13 5.93
H -0.07 -5.71 4.78
H 1.84 -6.74 3.27
H 3.33 -5.21 5.25
H 2.78 -3.57 3.99
H 3.35 -0.13 3.48
H 4.29 -3.04 2.82
H 5.81 -2.76 4.51
H 6.00 -1.00 4.34
H 4.55 -1.73 5.26
C 1.42 -0.78 -6.66
C 1.99 0.44 -5.93
C 3.17 0.10 -5.02
C 2.85 -0.85 -3.87
C 1.75 -0.39 -2.93
C 2.08 0.91 -2.20
H 1.02 -1.52 -5.96
H 0.60 -0.48 -7.31
H 2.18 -1.26 -7.27
H 1.19 0.93 -5.36
H 2.32 1.16 -6.68
H 3.58 1.03 -4.62
H 3.97 -0.34 -5.63
H 3.77 -1.01 -3.29
H 2.58 -1.83 -4.27
H 1.57 -1.17 -2.18
H 0.80 -0.27 -3.47
H 3.00 0.80 -1.61
H 1.27 1.18 -1.52
H 2.21 1.74 -2.90
C -4.83 5.35 -3.54
C -4.08 5.04 -2.25
C -3.54 3.61 -2.20
C -4.60 2.51 -2.23
C -5.65 2.58 -1.12
C -5.05 2.42 0.28
H -5.72 4.72 -3.65
H -5.17 6.39 -3.54
H -4.19 5.20 -4.41
H -4.72 5.24 -1.39
H -3.23 5.73 -2.17
H -2.92 3.50 -1.30
H -2.86 3.46 -3.04
H -4.10 1.54 -2.18
H -5.12 2.53 -3.20
H -6.38 1.78 -1.27
H -6.20 3.52 -1.17
H -4.52 1.47 0.37
H -5.84 2.45 1.03
H -4.35 3.23 0.51
*
```

# 3
Here is a 2-piece molecular cluster, C5H12O overall in a non-equilibrium geometry from OMol25. Energies are from wB97M-V/def2-TZVPD.

Geometry as ORCA input:
```
! wB97M-V def2-TZVPD RIJCOSX def2/J DEFGRID3
* xyz 0 1
C 2.03 1.01 -1.12
C 1.18 0.93 -0.11
C -0.25 1.31 -0.11
C -1.12 0.03 0.10
C -2.52 0.27 0.62
H 1.81 1.71 -1.93
H 2.97 0.49 -1.23
H 1.50 0.38 0.77
H -0.51 2.14 0.56
H -0.56 1.76 -1.07
H -0.54 -0.55 0.82
H -1.09 -0.52 -0.84
H -3.07 -0.66 0.73
H -2.67 0.79 1.56
H -3.11 0.83 -0.11
O 0.84 -2.70 0.45
H 1.73 -2.38 0.42
H 0.90 -3.62 0.18
*
```

# 4
Here is an isolated molecule of C2HNO4 in a non-equilibrium geometry from OMol25. Energies are from wB97M-V/def2-TZVPD.

Geometry as ORCA input:
```
! wB97M-V def2-TZVPD RIJCOSX def2/J DEFGRID3
* xyz 0 1
O 0.88 -0.23 1.66
C -0.19 0.04 1.35
C -0.60 0.36 -0.25
O -1.52 0.89 -0.73
N 0.57 -0.14 -1.15
O 1.30 0.70 -1.60
O 0.64 -1.33 -1.22
H -1.07 -0.29 1.95
*
```

no.,gap between HOMO and LUMO (eV)
1,8.9
2,7.4
3,10.2
4,9.3